{"formula": "C2H8IN2", "method": "wB97M-V/def2-TZVPD", "species": ["C", "C", "N", "N", "I", "H", "H", "H", "H", "H", "H", "H", "H"], "positions_angstrom": [[1.32338, 0.64137, -0.44221], [0.98626, -1.54196, 0.73435], [-1.65747, 0.98373, -0.28842], [0.53196, -0.46251, 0.21834], [-1.62639, -0.76409, 0.41837], [2.35330, 0.35671, -0.33869], [0.93992, 0.51390, -1.48553], [1.24169, 1.74458, -0.26585], [0.26232, -2.20534, 1.09650], [2.11930, -1.75877, 0.67000], [-2.04605, 1.72347, 0.25881], [-3.40836, -0.49110, 0.51570], [-1.01985, 1.26001, -1.09136]], "homo_energy_ev": -13.872, "e_above_lowest_ev": 5.214, "homo_lumo_gap_ha": 0.35886, "charge": 1}